8 unconnected molecules or ions with the total composition C29H50O24 in a non-equilibrium geometry, computed with ωB97M-V/def2-TZVPD.

2S+1: 1
Highest occupied orbital energy (eV): -10.41
Relative energy (zero: lowest compared OMol25 entry of this formula, charge and spin) (kJ/mol): 381.1
E_tot (eV): -80019.9368
Gap between HOMO and LUMO (eV): 10.77

```
103
Properties=species:S:1:pos:R:3:forces:R:3:mulliken_charge:R:1
C -9.806 -6.186 -2.485 0.4 0.7 0.3 -1.324
C -8.942 -6.222 -1.200 -2.2 -0.4 -0.9 0.469
C -9.012 -4.996 -0.311 0.5 0.4 0.0 -0.423
O -9.476 -5.499 0.921 0.3 2.4 2.0 -0.341
C -9.739 -6.761 0.895 -1.9 -3.4 2.5 0.726
O -10.145 -7.475 1.830 1.4 2.4 -2.7 -0.605
O -9.615 -7.169 -0.352 1.1 -2.2 -1.2 -0.366
H -9.622 -6.956 -3.234 0.7 0.1 0.2 0.340
H -9.633 -5.188 -2.889 -0.2 -0.1 -0.6 0.364
H -10.870 -6.309 -2.286 0.1 0.3 0.5 0.332
H -7.900 -6.431 -1.442 -0.1 -0.7 0.3 0.265
H -9.701 -4.208 -0.615 0.2 0.0 -0.2 0.289
H -7.998 -4.641 -0.128 -0.2 0.5 -0.1 0.276
C -7.166 3.314 4.918 -1.9 0.2 0.5 -1.279
C -8.468 3.830 4.238 1.2 1.1 1.8 0.263
C -8.283 5.308 3.731 -0.2 -2.1 0.9 -0.416
O -8.828 5.152 2.425 0.6 3.8 1.0 -0.281
C -8.916 3.920 2.098 -0.9 -2.9 -6.7 0.662
O -9.086 3.602 0.888 0.4 0.4 4.5 -0.623
O -8.791 3.092 3.122 0.1 -1.0 -1.5 -0.318
H -7.198 2.236 5.076 0.0 0.0 -0.3 0.341
H -7.250 3.749 5.914 0.7 0.1 0.2 0.368
H -6.253 3.620 4.406 -0.2 0.0 0.0 0.332
H -9.379 3.828 4.836 0.4 -0.3 0.8 0.354
H -7.211 5.505 3.753 -0.1 0.5 -0.6 0.280
H -8.842 5.983 4.378 0.0 0.2 -0.6 0.318
C 8.308 0.575 4.151 -0.4 0.6 0.5 -1.044
C 9.226 1.282 5.168 -0.3 -0.1 -2.4 -0.187
O 9.418 0.326 6.197 -0.3 1.1 1.6 -0.349
C 10.447 -0.511 6.304 -1.2 -0.8 -0.3 0.727
O 10.474 -1.398 7.123 0.5 0.9 -0.5 -0.564
O 11.255 -0.307 5.278 1.3 -0.3 -0.7 -0.308
C 12.357 -1.193 5.152 1.3 -0.7 1.0 -0.675
H 8.730 -0.319 3.691 0.3 0.2 0.1 0.274
H 7.949 1.259 3.383 0.2 0.0 -0.1 0.371
H 7.431 0.263 4.719 -0.1 -0.1 -0.1 0.281
H 8.789 2.235 5.464 -0.6 -0.6 1.2 0.356
H 10.085 1.708 4.648 0.8 -0.9 0.3 0.257
H 12.101 -2.252 5.200 -0.6 0.1 -0.6 0.306
H 13.028 -1.128 6.009 -0.1 0.5 0.3 0.291
H 12.994 -0.953 4.301 -0.7 0.2 -0.2 0.264
C 1.487 -9.274 3.719 -0.9 1.4 1.0 -1.104
C 0.452 -9.502 2.640 -0.5 -0.4 0.3 -0.080
O -0.868 -8.837 2.776 -0.1 -0.2 1.2 -0.344
C -1.812 -9.172 3.708 -3.3 1.5 -0.5 0.749
O -2.953 -8.609 3.728 4.7 -2.3 0.1 -0.600
O -1.411 -10.187 4.496 0.3 0.4 0.3 -0.303
C -2.235 -10.803 5.520 -0.4 -0.4 -0.5 -0.686
H 2.491 -9.530 3.381 -0.2 -0.3 0.1 0.349
H 1.200 -9.690 4.685 0.3 -0.9 -0.3 0.269
H 1.485 -8.226 4.020 0.3 0.4 -0.5 0.319
H 0.285 -10.578 2.590 -0.2 0.1 -0.5 0.258
H 0.835 -9.090 1.707 -0.3 -0.2 0.0 0.311
H -2.178 -10.395 6.529 0.4 0.7 -0.4 0.283
H -1.856 -11.821 5.602 0.0 0.1 -0.2 0.258
H -3.284 -10.839 5.225 0.1 0.2 -0.2 0.321
C 1.314 3.597 -0.436 1.1 0.7 -0.2 -1.209
C 0.267 2.590 -0.760 0.2 -0.3 -0.3 -0.136
O 0.051 1.704 0.358 0.1 1.4 0.7 -0.245
C -0.946 0.862 0.240 0.6 -2.1 1.5 0.724
O -1.505 0.584 -0.763 -1.4 0.0 -1.5 -0.533
O -1.083 0.182 1.417 0.3 0.9 -0.2 -0.330
C -2.001 -0.896 1.535 -0.4 -0.5 -0.3 -0.660
H 1.284 4.355 -1.219 0.0 -0.1 -0.3 0.368
H 2.305 3.149 -0.498 0.1 0.1 0.3 0.295
H 1.243 4.196 0.472 -0.4 -0.5 0.3 0.333
H 0.646 1.957 -1.562 -0.3 0.1 -0.3 0.251
H -0.611 3.135 -1.108 -0.5 -0.6 0.4 0.304
H -1.632 -1.537 2.335 0.0 0.2 0.0 0.244
H -2.109 -1.512 0.642 0.4 0.2 -0.3 0.316
H -3.018 -0.571 1.757 0.1 0.4 0.2 0.277
C 12.107 6.654 0.249 1.4 1.0 -0.4 -0.654
O 11.433 5.692 -0.519 -1.7 -1.8 0.3 -0.307
C 10.876 5.849 -1.741 1.1 1.1 0.5 0.736
O 11.196 6.740 -2.471 -0.5 0.3 -0.6 -0.533
O 10.024 4.858 -1.995 0.1 -0.3 1.1 -0.281
C 9.088 4.938 -3.044 -0.5 -0.3 -1.6 -0.673
H 12.881 7.143 -0.343 0.1 -0.1 -0.1 0.307
H 12.602 6.142 1.074 -0.2 -0.3 -0.2 0.245
H 11.555 7.478 0.701 -0.9 -0.3 -0.3 0.294
H 8.359 5.747 -2.997 0.3 0.2 0.5 0.300
H 8.524 4.006 -3.088 0.1 -0.1 0.7 0.265
H 9.515 4.968 -4.046 0.6 0.4 0.2 0.302
O -5.943 1.523 -9.402 -0.8 0.6 -1.8 -0.518
C -5.391 1.324 -8.389 -0.6 -0.4 0.1 0.708
O -4.163 1.619 -8.102 3.5 0.8 0.6 -0.338
C -3.765 0.959 -6.877 0.3 -0.2 0.2 -0.276
C -5.136 0.735 -6.258 1.4 -0.3 1.8 -0.281
O -5.942 0.714 -7.363 -2.8 -1.1 0.4 -0.334
H -3.181 0.068 -7.104 -0.5 -0.4 -0.4 0.233
H -3.066 1.510 -6.248 -0.4 0.8 -0.3 0.280
H -5.386 1.533 -5.559 -0.2 0.4 -0.2 0.250
H -5.241 -0.173 -5.665 0.1 -0.2 -0.4 0.276
O -0.578 7.004 -6.574 2.9 -1.0 -3.4 -0.573
C 0.121 6.932 -7.607 -4.6 3.2 2.9 0.658
O 1.175 6.207 -7.853 1.1 -1.6 0.5 -0.275
C 1.780 6.602 -9.048 0.3 1.1 -2.6 -0.242
C 0.666 7.386 -9.738 -0.4 0.9 0.0 -0.340
O -0.171 7.789 -8.674 0.4 -1.3 1.7 -0.321
H 2.702 7.170 -8.923 -0.2 0.3 0.7 0.276
H 2.055 5.873 -9.811 -0.1 -1.1 0.9 0.288
H 0.037 6.764 -10.375 0.4 -0.1 -0.4 0.252
H 0.962 8.316 -10.224 0.3 -0.4 -0.3 0.277
```
Positions in Å, forces in eV/Å.

---

A molecular structure, C29H50P2Zr in a non-equilibrium geometry, computed with ωB97M-V/def2-TZVPD.

Charge: +2
2S+1: 1
Highest occupied orbital energy (alpha / beta) (eV): -12.92 / -12.92
Relative energy (zero: lowest compared OMol25 entry of this formula, charge and spin) (kJ/mol): 179.3
E_tot (eV): -50723.1962
Gap between HOMO and LUMO (alpha / beta) (eV): 6.45 / 6.45

```
82
Properties=species:S:1:pos:R:3:forces:R:3:mulliken_charge:R:1
Zr 2.172 -1.203 -1.761 0.2 -1.5 4.6 -0.290
C -0.575 -1.468 0.380 1.0 0.1 -0.2 0.056
C -0.248 -2.640 -0.339 1.3 0.4 -0.1 0.784
C 1.711 -1.775 0.572 -0.7 0.0 -0.6 0.379
C 0.603 -0.951 0.973 0.2 -0.9 -1.0 0.996
C 1.188 -2.817 -0.282 -0.7 0.8 0.4 0.053
C -1.910 -0.830 0.481 -0.6 0.2 0.1 -2.047
H -2.629 -1.279 -0.218 0.1 0.1 0.2 0.430
H -1.850 0.249 0.262 -0.1 -0.3 0.1 0.406
H -2.324 -0.929 1.495 0.0 0.1 -0.3 0.391
C 0.693 0.186 1.899 -0.1 0.4 0.4 -0.734
H -0.302 0.513 2.232 0.3 -0.1 -0.1 0.497
H 1.196 1.032 1.413 -0.1 -0.1 0.1 -0.345
H 1.287 -0.076 2.789 -0.2 0.1 -0.2 0.314
C 3.080 -1.701 1.145 0.7 -0.1 0.4 -0.706
H 3.017 -1.447 2.211 0.1 -0.1 -0.2 0.400
H 3.692 -0.913 0.679 0.0 -0.2 0.2 0.020
H 3.607 -2.662 1.062 -0.1 0.3 0.0 0.280
C 1.991 -3.945 -0.820 0.0 -0.6 0.1 -0.809
H 1.328 -4.719 -1.225 0.3 0.1 0.0 0.309
H 2.595 -4.394 -0.020 0.0 0.0 -0.4 0.466
H 2.699 -3.652 -1.629 -0.1 -0.3 0.2 0.036
C -1.210 -3.590 -0.946 -0.3 -0.2 -0.2 -1.510
H -0.755 -4.574 -1.102 -0.2 0.2 0.0 0.424
H -1.591 -3.246 -1.917 -0.1 -0.1 0.1 0.233
H -2.079 -3.724 -0.288 0.2 0.0 -0.2 0.431
C -2.741 3.705 -1.729 -0.4 0.0 0.1 -0.208
C -3.635 2.891 -2.309 0.0 0.6 0.3 -0.667
C -3.667 2.301 -3.695 0.2 -0.3 -0.4 -0.969
C -2.409 2.404 -4.605 -0.2 0.2 -0.5 -1.200
C -1.375 1.375 -4.165 0.2 -0.6 0.3 -0.160
C -0.934 1.706 -2.761 2.1 -2.0 1.0 0.131
C -0.352 3.085 -2.492 0.6 0.1 0.3 -0.651
C -1.415 4.183 -2.271 0.0 0.4 0.0 -0.983
H -4.493 2.766 -4.261 0.2 -0.1 0.4 0.499
H -2.001 3.420 -4.554 -0.1 -0.3 -0.2 0.334
H -3.942 1.236 -3.581 0.0 0.3 -0.2 0.412
H -1.560 4.747 -3.203 0.0 -0.1 0.3 0.480
H -2.987 4.150 -0.760 -0.1 -0.5 -0.2 0.406
H -4.546 2.655 -1.745 0.3 0.2 -0.1 0.433
H -0.985 4.894 -1.548 -0.2 -0.2 -0.4 0.490
H 0.287 3.018 -1.588 -0.3 0.0 -0.4 0.138
H -1.636 1.408 -1.978 -0.1 0.1 -0.2 1.061
H 0.315 3.425 -3.304 -0.1 -0.3 0.2 -0.030
H -2.706 2.206 -5.648 0.0 0.1 0.3 0.575
H -1.864 0.388 -4.185 0.1 0.2 0.1 0.505
P 0.230 1.066 -5.092 -1.3 2.1 -2.1 1.226
C 0.428 2.528 -6.114 0.4 0.2 -0.5 -1.417
C 0.017 -0.273 -6.261 0.1 -0.5 -0.5 -1.506
P 0.546 0.386 -2.542 -1.5 1.0 -0.2 0.559
C 1.609 0.903 -3.992 -0.6 -0.2 0.0 -1.026
C -0.051 -1.279 -3.147 -0.5 0.3 -1.4 -1.297
C 4.248 -1.714 -2.371 -0.2 0.4 -0.8 -1.494
H 1.257 3.150 -5.759 -0.2 0.0 -0.1 0.413
H -0.498 3.107 -6.151 0.2 -0.1 0.0 0.372
H 0.670 2.168 -7.118 0.0 0.4 0.1 0.558
H 0.272 0.130 -7.251 -0.2 -0.3 0.3 0.464
H -1.038 -0.582 -6.264 0.3 0.0 -0.1 0.497
H 0.670 -1.138 -6.084 -0.2 0.2 0.0 0.498
H 4.618 -0.987 -3.116 0.2 -0.3 0.2 0.356
H 4.359 -2.720 -2.789 0.1 0.1 -0.1 0.537
H 4.912 -1.661 -1.500 -0.1 0.1 0.0 0.375
H 2.125 1.857 -3.812 -0.2 -0.3 0.1 0.520
H 2.327 0.166 -4.393 -0.2 0.1 0.3 0.499
H 0.609 -2.150 -2.859 -0.7 0.2 -0.2 0.015
H -0.144 -1.360 -4.238 0.0 -0.3 0.5 0.607
H -1.032 -1.477 -2.709 0.2 -0.1 0.1 0.245
C 2.201 3.599 1.059 -0.1 0.3 0.2 -1.289
C 3.377 2.676 0.719 0.1 0.4 0.5 1.930
C 4.464 3.461 -0.010 0.4 0.2 0.0 -1.756
C 3.936 2.049 2.001 0.1 0.0 0.4 -1.333
C 2.924 1.618 -0.157 -0.8 -1.1 -1.3 0.008
C 2.519 0.741 -0.922 1.4 1.1 1.1 -0.719
H 2.543 4.421 1.706 -0.1 -0.2 -0.2 0.441
H 1.408 3.061 1.590 0.2 0.1 -0.1 0.315
H 1.776 4.035 0.151 0.0 0.0 0.0 0.232
H 4.878 4.238 0.647 -0.1 -0.2 -0.2 0.430
H 5.275 2.795 -0.317 0.0 0.1 0.0 0.383
H 4.050 3.942 -0.900 0.1 0.0 0.0 0.351
H 3.145 1.531 2.557 0.2 0.1 -0.1 0.132
H 4.724 1.328 1.767 0.0 0.1 0.1 0.342
H 4.362 2.823 2.659 -0.2 -0.2 -0.3 0.467
```
Positions in Å, forces in eV/Å.

---

A molecular structure, C29H51As3N2Ni in a non-equilibrium geometry, computed with ωB97M-V/def2-TZVPD.

Charge: +2
2S+1: 3
Highest occupied orbital energy (alpha / beta) (eV): -12.45 / -12.45
E_tot (eV): -257427.0085
Gap between HOMO and LUMO (alpha / beta) (eV): 6.40 / 5.14

```
86
Properties=species:S:1:pos:R:3:forces:R:3:mulliken_spin:R:1
Ni -0.660 -0.486 0.792 0.6 0.8 0.1 1.660
C 6.101 1.278 1.890 0.0 -0.1 -0.1 0.000
C 5.654 0.462 0.663 0.2 0.1 0.0 -0.001
C 6.451 -0.848 0.615 -0.2 0.2 0.0 0.000
C 5.929 1.249 -0.629 -0.1 -0.1 0.1 0.001
C 4.170 0.217 0.831 -0.2 -0.3 0.0 -0.002
C 3.649 -1.004 1.267 -0.1 0.1 0.0 0.002
C 2.283 -1.168 1.378 0.2 -0.3 0.1 -0.001
N 1.409 -0.206 1.114 -0.6 0.1 -0.1 0.117
C 1.880 1.015 0.785 0.5 -0.3 0.0 0.008
C 3.240 1.234 0.614 -0.4 0.0 0.1 -0.009
C 0.844 2.057 0.677 -0.3 0.5 -0.1 -0.034
C 1.118 3.421 0.669 0.0 -0.3 0.0 -0.001
C 0.085 4.358 0.631 -0.1 -0.2 0.0 -0.001
C -1.215 3.846 0.622 0.1 -0.3 0.0 0.002
C -1.414 2.483 0.640 -0.4 0.3 0.0 -0.006
N -0.423 1.598 0.657 0.2 -0.6 0.1 0.088
C 0.288 5.855 0.623 0.1 0.3 0.0 -0.001
C -0.379 6.429 -0.639 0.1 -0.1 0.1 0.000
C -0.378 6.429 1.885 0.1 -0.1 -0.1 0.000
C 1.769 6.243 0.621 -0.2 -0.2 0.0 0.000
H 7.175 1.433 1.849 0.1 0.0 0.0 0.000
H 5.870 0.743 2.810 0.0 0.0 0.1 0.000
H 5.616 2.251 1.918 -0.1 0.1 0.0 0.000
H 7.487 -0.629 0.379 0.1 0.1 0.0 0.000
H 6.072 -1.515 -0.155 0.0 -0.1 -0.1 0.000
H 6.442 -1.355 1.575 0.0 -0.1 0.1 0.000
H 6.997 1.403 -0.746 0.1 0.0 0.0 0.000
H 5.466 2.232 -0.619 0.0 0.1 0.0 0.000
H 5.570 0.700 -1.498 0.0 0.0 -0.1 0.000
H 4.290 -1.830 1.522 0.1 -0.1 0.0 0.000
H 1.863 -2.113 1.715 0.1 0.1 -0.1 -0.008
H 3.581 2.207 0.310 0.0 0.2 -0.1 0.000
H 2.145 3.743 0.718 0.1 0.1 0.0 -0.001
H -2.072 4.500 0.610 -0.1 0.0 0.0 0.001
H -2.417 2.078 0.658 0.1 0.1 -0.1 -0.005
H -1.447 6.230 -0.662 -0.1 0.0 0.0 0.000
H 0.070 6.004 -1.534 0.0 0.0 -0.1 0.000
H -0.237 7.505 -0.662 0.0 0.1 0.0 0.000
H -1.445 6.228 1.907 -0.1 0.0 0.0 0.000
H -0.240 7.505 1.918 0.0 0.1 0.0 0.000
H 0.071 6.001 2.779 0.0 0.0 0.1 0.000
H 2.274 5.857 -0.265 0.1 0.0 0.0 0.000
H 2.270 5.878 1.519 0.1 0.0 0.0 0.000
H 1.859 7.326 0.609 0.0 0.1 0.0 0.000
C -4.485 0.734 0.248 0.3 0.2 0.0 0.013
As -3.160 -0.654 0.708 -1.2 -0.4 -0.2 0.072
C -3.939 -1.171 2.433 0.2 0.1 0.1 0.002
C -3.879 -1.959 -0.611 0.2 0.1 -0.1 0.009
C -3.349 -3.390 -0.728 -0.1 -0.4 0.4 0.001
C -3.682 -4.154 0.558 0.2 0.3 0.0 0.000
C -1.851 -3.482 -1.016 0.0 0.3 -0.1 0.018
As -0.482 -2.909 0.299 -0.1 -1.3 -0.7 0.064
C 1.057 -3.367 -0.844 0.0 0.3 0.1 0.002
C -0.377 -4.446 1.519 0.1 0.3 0.2 0.006
C -4.114 -4.096 -1.870 0.6 0.5 -0.5 -0.002
As -3.757 -3.781 -3.838 -0.9 -0.4 -0.5 0.000
C -3.211 -1.908 -4.156 0.2 -0.2 0.5 0.000
C -2.043 -4.675 -4.218 0.1 0.4 0.3 0.000
H -5.464 0.261 0.151 0.2 -0.1 0.0 0.002
H -4.243 1.228 -0.695 0.0 -0.1 0.1 -0.001
H -4.551 1.483 1.038 0.1 -0.1 0.0 0.001
H -4.946 -1.568 2.296 0.1 0.0 -0.1 0.004
H -3.997 -0.275 3.055 0.0 0.0 -0.1 -0.001
H -3.325 -1.900 2.961 0.0 0.0 -0.1 0.000
H -3.770 -1.448 -1.574 0.0 0.0 0.1 -0.003
H -4.952 -2.015 -0.397 0.1 0.1 0.0 0.000
H -3.213 -3.652 1.408 -0.1 -0.2 0.2 0.001
H -3.323 -5.181 0.507 0.0 0.0 0.0 0.000
H -4.757 -4.181 0.724 -0.1 0.0 0.0 0.000
H -1.620 -2.890 -1.908 0.1 -0.1 0.0 -0.004
H -1.615 -4.530 -1.238 0.1 0.2 0.0 0.002
H 0.808 -4.219 -1.477 -0.2 0.0 0.1 0.002
H 1.922 -3.636 -0.238 -0.1 0.1 0.1 0.001
H 1.330 -2.526 -1.482 0.0 0.0 0.0 0.000
H -0.355 -5.361 0.924 0.0 0.2 -0.1 0.003
H -1.208 -4.484 2.219 0.0 0.1 -0.1 0.000
H 0.548 -4.382 2.093 0.0 0.0 0.0 -0.001
H -5.185 -3.904 -1.752 0.1 0.0 -0.1 0.000
H -3.984 -5.179 -1.782 0.0 0.0 0.0 0.000
H -4.035 -1.220 -3.982 -0.1 0.0 0.0 0.000
H -2.933 -1.841 -5.207 0.0 -0.1 0.0 0.000
H -2.351 -1.621 -3.553 0.1 0.2 0.0 0.000
H -2.018 -5.671 -3.781 0.0 0.0 0.1 0.000
H -1.196 -4.088 -3.866 0.2 -0.1 0.0 0.000
H -1.954 -4.783 -5.299 -0.1 0.0 0.0 0.000
```
Positions in Å, forces in eV/Å.